No. 1
This record from the Open Molecules 2025 dataset describes the ion C6H14N3S with charge +1. The level of theory is ωB97M-V/def2-TZVPD.

Its charge is +1. The energy above the lowest of the compared OMol25 structures with the same formula, charge and spin comes out at 386.6 kJ/mol. For the total energy, the calculation gives -21744.6127 eV. The value obtained for the orbital gap is 0.3017 hartree. The spin multiplicity is 1.

Element x y z (Å)
S: -1.3284 1.6290 -0.2150
H: -0.2161 1.0828 1.6481
H: 0.1972 0.3643 -1.5446
H: -0.9179 -2.6222 -1.2856
C: 1.5742 -1.2917 -0.0601
H: 1.2633 2.5232 0.0891
C: -1.4466 -1.2173 0.0635
H: 2.4220 1.8409 -0.9209
H: -1.5550 -1.2925 -1.9541
H: -3.8352 0.7373 0.8544
H: 1.7966 -1.1923 -1.2261
H: -1.1605 -1.9193 0.8092
H: 0.5663 -0.3232 2.4916
C: 0.3769 0.8997 -0.7017
C: 0.6446 -0.1695 0.3316
N: -1.4167 -1.7614 -1.1694
H: 1.0218 -2.2202 0.0899
C: -2.1187 0.1109 0.2495
H: 1.2568 2.7193 -1.5951
N: 0.6349 0.4028 1.7090
C: 1.3845 2.0105 -0.8082
N: -3.2544 0.0009 0.7218
H: 2.5335 -1.2711 0.4723
H: 1.5770 0.9593 1.9509

Here are the Mulliken charges for atoms 1 to 4, given in e: -0.1405 0.4003 0.6548 0.2754

No. 2
This record from the Open Molecules 2025 dataset describes the ion C6H14N4 with charge +2. The level of theory is ωB97M-V/def2-TZVPD.

Its charge is +2. Its SMILES is C/[NH+]=C(C)\N=C/CC(N)=[NH2+]. The energy above the lowest of the compared OMol25 structures with the same formula, charge and spin comes out at 22.3 kJ/mol. For the total energy, the calculation gives -12393.7078 eV. The value obtained for the orbital gap is 0.3797 hartree. The spin multiplicity is 1.

Element x y z (Å)
H: 0.6948 -0.0285 1.7044
C: 1.7055 1.3593 -0.3107
H: 3.6581 -1.3195 0.2485
C: 2.1833 0.0830 0.3109
H: 1.4703 2.0951 0.4690
H: -3.6375 1.4098 0.2666
H: 3.8313 -0.0324 -0.8741
N: -0.5068 0.4824 -0.9611
C: 0.4705 1.2170 -1.1724
C: -1.0670 -1.8449 -0.9647
N: -2.2818 -0.1764 0.3125
H: -0.0211 -2.0405 -1.1891
H: 0.4442 1.8645 -2.0473
H: -2.8832 1.1142 1.8335
C: -1.2725 -0.4520 -0.4772
H: -1.9559 1.8899 0.5212
C: -2.7020 1.1337 0.7579
H: 2.4950 1.7967 -0.9244
H: -2.9280 -0.9289 0.5261
H: -1.4297 -2.5683 -0.2369
N: 3.2784 -0.4651 -0.1445
N: 1.4658 -0.4955 1.2510
H: -1.6281 -1.9994 -1.8897
H: 1.8062 -1.3312 1.7151

Here are the Mulliken charges for atoms 1 to 4, given in e: 0.2372 -0.8044 0.2370 0.7578

No. 3
This record from the Open Molecules 2025 dataset describes the ion C6H14NO with charge -1. The level of theory is ωB97M-V/def2-TZVPD.

Its charge is -1. Its SMILES is CCN[C@H](C)CC[O-]. The energy above the lowest of the compared OMol25 structures with the same formula, charge and spin comes out at 120.2 kJ/mol. For the total energy, the calculation gives -9985.3779 eV. The value obtained for the orbital gap is 0.2105 hartree. The spin multiplicity is 1.

Element x y z (Å)
C: -1.6940 0.5326 -0.7036
H: 0.3763 1.1036 -1.0830
C: 0.1378 0.7292 1.0433
N: 0.2904 -0.8883 -0.8243
H: -0.3766 1.5966 1.4431
H: -2.9957 1.7717 0.5681
H: 1.9802 -1.7238 -1.4959
C: 2.0591 -1.9279 0.6645
H: 1.1986 -2.5319 0.9549
H: 3.0057 -2.4681 0.5983
C: -0.2037 0.4637 -0.4256
H: 2.3155 -0.2664 -0.7046
C: -2.3383 1.9353 -0.3180
H: -0.2953 -1.5827 -0.3985
H: -2.0617 -0.2850 -0.0701
C: 1.7071 -1.1624 -0.5965
H: 1.2038 0.6766 1.2274
H: -1.8144 0.4206 -1.7820
H: -2.9439 2.2202 -1.1996
H: 2.1623 -1.3678 1.5596
O: -1.4437 2.9104 -0.0270
H: -0.2696 -0.1563 1.5694

Here are the Mulliken charges for atoms 1 to 4, given in e: -0.7402 0.3039 -1.0962 -0.3830

No. 4
This record from the Open Molecules 2025 dataset describes the ion C6H14NO with charge -1. The level of theory is ωB97M-V/def2-TZVPD.

Its charge is -1. Its SMILES is CC(C)[C@H](C)NC[O-]. The energy above the lowest of the compared OMol25 structures with the same formula, charge and spin comes out at 108.0 kJ/mol. For the total energy, the calculation gives -9985.5040 eV. The value obtained for the orbital gap is 0.2212 hartree. The spin multiplicity is 1.

Element x y z (Å)
C: -0.0407 1.1273 -2.4773
H: -0.8475 0.3352 2.7209
H: 0.6056 -0.5797 2.7437
H: 0.0812 1.6222 -0.2616
C: 1.9453 -0.2698 -0.0637
H: 0.4008 -1.1315 -1.1603
H: 0.3730 0.9497 1.8488
H: 2.5501 -0.1736 -0.9616
H: -0.1277 -1.8504 0.8448
H: -1.0014 1.6481 -2.6711
C: 0.4779 -0.3420 -0.4219
H: 2.1350 -1.2088 0.5344
C: -0.4270 -0.7723 0.7850
H: 2.2052 0.5317 0.6352
H: -2.2493 0.3642 0.7999
C: -0.0532 -0.0305 2.0604
H: -2.3687 -1.0228 -0.3435
H: -0.2484 0.0510 -2.8225
C: -1.9665 -0.6686 0.5983
N: -0.1179 0.8859 -0.9437
H: -2.3964 -1.0676 1.5138
O: 1.0704 1.6022 -2.9580

Here are the Mulliken charges for atoms 1 to 4, given in e: -0.4714 0.4309 0.2543 0.2381

No. 5
This record from the Open Molecules 2025 dataset describes a structure of composition C6H14NO. The level of theory is ωB97M-V/def2-TZVPD.

The energy above the lowest of the compared OMol25 structures with the same formula, charge and spin comes out at 500.5 kJ/mol. For the total energy, the calculation gives -9979.4834 eV. The value obtained for the orbital gap (spin up / spin down) is 0.3559 / 0.2533 hartree. The spin multiplicity is 2. Its expectation value of S² is 0.7543.

Element x y z (Å)
C: 0.2859 1.4617 -0.0591
H: -1.6444 1.2927 0.7318
C: 2.1782 -0.2178 -0.7748
H: 0.6943 2.3572 -0.7767
H: -0.8921 2.8906 1.1403
H: -0.1104 -1.2023 -0.4086
H: -1.9269 -0.9206 1.1807
H: -2.8884 -1.8958 0.0233
H: -0.6371 -2.8765 -0.2110
H: 2.4586 1.5638 0.5505
C: 1.6074 0.7873 0.3999
H: -0.3284 0.8077 -0.7191
C: -0.9025 -1.9001 -0.6428
H: 1.4529 0.1870 1.3466
N: 2.9899 -1.3088 -0.7023
C: -2.0610 -1.1473 0.0782
C: -0.7034 1.8123 1.0298
H: 1.9730 -1.3245 -0.0175
H: -0.3064 1.4414 1.9731
O: -2.4246 0.0390 -0.5948
H: -0.9449 -1.9611 -1.7228
H: 2.1304 0.1140 -1.8247

Here are the Mulliken charges for atoms 1 to 4, given in e: -0.0565 0.2685 -0.3075 0.3369

No. 6
This record from the Open Molecules 2025 dataset describes a cluster of 2 separate species, C6H14NO in total. The level of theory is ωB97M-V/def2-TZVPD.

The energy above the lowest of the compared OMol25 structures with the same formula, charge and spin comes out at 98.0 kJ/mol. For the total energy, the calculation gives -9983.6549 eV. The value obtained for the orbital gap (spin up / spin down) is 0.3260 / 0.2934 hartree. The spin multiplicity is 2. Its expectation value of S² is 0.7962.

Element x y z (Å)
H: -1.1076 -1.2485 -2.6660
N: -0.2516 1.7492 -0.8720
H: -0.7962 -2.4631 2.6482
H: 3.4947 1.6611 -0.2914
H: 0.2527 2.2977 -1.5986
H: -0.2070 -2.3054 -0.8241
H: -0.5925 0.8722 -1.2629
O: 2.5946 1.9458 -0.3159
H: -0.1982 -3.3791 1.1972
C: -0.9618 -1.6081 -0.5616
H: -2.3386 -1.0790 1.0479
H: -2.4441 -0.3448 -1.6479
H: 2.1167 1.0997 1.5164
H: -0.3296 1.3618 1.1580
C: -1.0997 -2.8033 1.6745
C: -1.4350 -0.8815 -1.7029
H: 1.6803 0.1117 0.0891
H: 0.4797 2.8952 0.7393
C: 0.3660 1.8074 0.4189
C: -1.4350 -1.6329 0.7787
H: -1.9387 -3.5040 1.8336
C: 1.7209 1.1540 0.5078

Here are the Mulliken charges for atoms 1 to 4, given in e: 0.3330 -0.4980 0.2986 0.2803

Maximum force across the listed records, respectively: 0.0977, 0.0149, 0.0292, 0.0452, 0.1303, 0.0564 hartree/bohr.